# 1
Molecular formula: C3H3N5
Method: DFT, ωB97M-V/def2-TZVPD

Last column: Löwdin charge in e.
CARTESIAN COORDINATES (ANGSTROEM)
C  -0.4036  0.5674  -0.8736  -0.54
C  1.2720  -0.8427  -0.4509  -0.11
C  0.5671  -1.3349  0.7866  -0.11
H  -1.4676  -0.1549  -2.2527  0.08
H  2.1269  -1.5182  -0.5920  0.11
H  0.7286  -2.4075  0.9995  0.11
N  -1.5662  0.3973  -1.3685  0.17
N  0.8708  0.0735  -1.2538  0.15
N  -0.1726  -0.6236  1.5789  0.04
N  -0.2224  0.7793  1.4527  0.03
N  -0.3383  1.3365  0.3153  0.09

Results
**SMILES string**: [H]/N=c1\nccnnn1
**Spin multiplicity**: 1

---

# 2
Molecular formula: C21H47BBr2F4N5O8
Method: DFT, ωB97M-V/def2-TZVPD

Last column: Löwdin charge in e.
CARTESIAN COORDINATES (ANGSTROEM)
B  -9.7561  1.4049  27.7465  -1.46
F  -8.6081  0.7688  27.2613  0.07
F  -9.8721  2.7507  27.5661  0.13
F  -10.6945  0.7583  27.0425  0.13
F  -9.8747  1.0301  29.0436  0.13
C  -3.7068  3.3077  25.7041  -0.04
C  -2.5266  4.3172  25.1720  -0.17
O  -1.7443  3.6721  24.1745  0.01
C  -2.2711  3.6567  22.9317  -0.59
O  -3.3853  4.1018  22.5685  0.08
O  -1.3883  3.0223  22.2350  0.00
C  -1.2896  2.8260  20.7459  0.04
H  -4.5622  3.3632  25.0308  0.06
H  -3.9044  3.4174  26.7704  0.06
H  -3.4712  2.2492  25.5945  0.06
H  -1.8212  4.4964  25.9834  0.11
H  -3.0463  5.2157  24.8392  0.11
H  -0.5149  2.0805  20.5669  0.09
H  -0.9767  3.7863  20.3361  0.09
H  -2.2282  2.5306  20.2770  0.09
C  -7.1771  10.4562  27.2532  -0.37
O  -6.6780  11.1324  28.1004  0.03
N  -7.2764  9.1260  27.3432  -0.20
C  -7.5586  8.3765  26.1714  -0.09
C  -6.8945  8.3449  28.4791  -0.06
H  -7.6399  10.8820  26.3495  0.14
H  -7.8072  7.3497  26.4397  0.09
H  -6.6907  8.2706  25.5205  0.09
H  -8.4059  8.6498  25.5426  0.09
H  -6.8422  8.9154  29.4064  0.09
H  -7.6053  7.5889  28.8128  0.10
H  -5.8770  7.9591  28.4173  0.10
C  -10.4638  -5.2638  24.7611  -0.24
O  -11.1047  -5.9160  25.7255  -0.10
N  -10.5487  -5.6428  23.4678  -0.19
C  -10.1225  -4.7517  22.3347  -0.03
C  -11.2247  -6.8524  22.9961  -0.06
H  -9.9181  -4.3460  25.0293  0.14
H  -9.7951  -5.4511  21.5654  0.08
H  -9.4032  -4.0184  22.6994  0.08
H  -10.9643  -4.1395  22.0110  0.08
H  -11.9461  -6.7036  22.1927  0.08
H  -10.5101  -7.5563  22.5696  0.08
H  -11.6716  -7.4152  23.8157  0.08
C  -14.4821  8.9685  29.4403  -0.38
O  -14.7477  9.9835  30.1019  -0.02
N  -14.3146  8.8030  28.1587  -0.19
C  -13.9950  7.5281  27.6123  -0.08
C  -14.1378  9.9773  27.1753  0.01
H  -14.4483  7.9487  29.8539  0.13
H  -14.6581  6.7761  28.0400  0.10
H  -12.9176  7.3628  27.6179  0.10
H  -14.2860  7.5139  26.5620  0.08
H  -14.2595  10.9180  27.7123  0.08
H  -13.1851  9.9868  26.6457  0.08
H  -14.8661  9.7544  26.3956  0.08
C  -15.1901  -1.1782  29.6429  -0.27
O  -14.8234  -2.3831  29.7302  -0.02
N  -16.4539  -0.7792  29.2846  -0.22
C  -16.7008  0.6517  29.0971  -0.07
C  -17.6238  -1.5793  29.1085  -0.06
H  -14.6071  -0.2630  29.8294  0.13
H  -17.4019  0.9070  29.8918  0.08
H  -17.1359  0.9463  28.1421  0.09
H  -15.8159  1.2283  29.3665  0.08
H  -17.4152  -2.6336  29.2902  0.09
H  -18.4622  -1.2670  29.7311  0.09
H  -17.7699  -1.4333  28.0383  0.09
C  -6.9499  -3.6563  31.1552  -0.27
O  -7.7703  -4.5600  30.8777  -0.02
N  -5.5931  -3.7613  30.7700  -0.19
C  -4.8366  -2.5153  30.4505  -0.06
C  -5.1711  -4.9735  30.0018  -0.06
H  -7.1898  -2.7744  31.7691  0.13
H  -4.8576  -2.3491  29.3735  0.08
H  -3.8121  -2.7196  30.7615  0.07
H  -5.2082  -1.5944  30.8999  0.08
H  -5.7675  -5.8277  30.3224  0.08
H  -5.3711  -4.8094  28.9429  0.09
H  -4.1190  -5.2327  30.1199  0.08
Br  -9.4873  1.4664  19.9071  0.50
C  -9.9982  2.0119  21.7969  -0.64
C  -10.9902  3.1046  21.8408  -0.58
Br  -10.4995  4.6270  20.5121  0.44
H  -9.1357  2.3539  22.3690  0.07
H  -10.3883  1.2168  22.4324  0.08
H  -10.9528  3.5608  22.8301  0.07
H  -11.9671  2.7303  21.5349  0.06

Results
**Spin multiplicity**: 1
**Net charge**: -1

---

# 3
Molecular formula: C3H4ClN
Method: DFT, ωB97M-V/def2-TZVPD

Last column: Löwdin charge in e.
CARTESIAN COORDINATES (ANGSTROEM)
C  -2.2771  0.3100  -0.2613  0.13
C  -1.1144  0.1418  -0.1458  -0.15
C  0.1928  -0.3992  -0.1193  -0.37
N  1.2649  0.5886  -0.0475  -0.50
Cl  2.7866  -0.2192  -0.0266  0.57
H  -3.1429  0.8806  -0.1129  0.03
H  0.5276  -1.0437  -0.8925  0.05
H  0.5982  -1.5031  0.9265  0.19
H  1.1641  1.2442  0.6794  0.05

Results
**Spin multiplicity**: 1

---

# 4
Molecular formula: C2H5N3P
Method: DFT, ωB97M-V/def2-TZVPD

Last column: Löwdin charge in e.
CARTESIAN COORDINATES (ANGSTROEM)
C  -0.7524  -0.0173  1.2866  -0.09
C  -0.0091  -0.1232  -0.9915  -0.22
N  0.2940  1.0845  1.6224  -0.26
N  1.3069  0.2118  -0.5724  -0.29
N  -0.9183  -0.4598  0.1188  0.05
P  1.6028  1.2052  0.7155  0.94
H  -1.5220  -0.2008  2.1408  0.18
H  -0.4470  0.7266  -1.5737  0.16
H  0.0637  -1.1514  -1.3608  0.14
H  2.0550  -0.0855  -1.2976  0.16
H  -1.6735  -1.1902  -0.0881  0.22

Results
**SMILES string**: C1=[NH+]CNP=N1
**Spin multiplicity**: 1
**Net charge**: +1

---

# 5
Molecular formula: C17H14NPRhSSe2
Method: DFT, ωB97M-V/def2-TZVPD

Last column: Löwdin charge in e.
CARTESIAN COORDINATES (ANGSTROEM)
Rh  0.3431  -1.3594  -1.6773  0.18
Se  0.5313  -1.3407  0.6954  0.50
P  0.4777  0.7554  0.0325  0.22
Se  0.5312  1.0082  -2.1309  0.49
C  -1.0186  1.5188  0.7045  -0.40
C  -1.7707  2.4110  -0.0508  -0.10
C  -2.8780  3.0296  0.5097  -0.06
C  -3.2332  2.7627  1.8228  -0.06
C  -2.4831  1.8719  2.5806  -0.06
C  -1.3816  1.2476  2.0235  -0.11
C  1.9213  1.5791  0.7488  -0.40
C  2.2127  1.3514  2.0941  -0.11
C  3.2825  1.9936  2.6895  -0.06
C  4.0732  2.8597  1.9433  -0.05
C  3.7864  3.0859  0.6065  -0.06
C  2.7090  2.4496  0.0073  -0.10
H  -1.4998  2.6277  -1.0759  0.07
H  -3.4621  3.7200  -0.0834  0.11
H  -4.0975  3.2462  2.2579  0.11
H  -2.7610  1.6588  3.6039  0.11
H  -0.8158  0.5406  2.6184  0.08
H  1.6119  0.6678  2.6833  0.09
H  3.5046  1.8144  3.7326  0.11
H  4.9159  3.3548  2.4067  0.11
H  4.4009  3.7578  0.0231  0.11
H  2.4915  2.6362  -1.0361  0.06
S  1.7168  -2.9324  -2.3782  0.69
C  0.2157  -3.8650  -2.5708  -0.68
C  0.0050  -5.2105  -2.7818  -0.04
C  -1.3111  -5.6528  -2.7378  -0.02
C  -2.3408  -4.7669  -2.4542  -0.03
C  -2.0372  -3.4382  -2.2253  -0.08
N  -0.7818  -3.0036  -2.3311  -0.12
H  0.8355  -5.8802  -2.9518  0.12
H  -1.5344  -6.6986  -2.9021  0.12
H  -3.3664  -5.1007  -2.4024  0.12
H  -2.7928  -2.6996  -1.9944  0.13

Results
**Spin multiplicity**: 1
**Net charge**: +1

---

# 6
Molecular formula: ClHIOPS
Method: DFT, ωB97M-V/def2-TZVPD

Last column: Löwdin charge in e.
CARTESIAN COORDINATES (ANGSTROEM)
O  -3.2222  1.7849  -1.6057  -0.47
P  -3.0583  1.3017  -0.2833  -0.15
S  -1.8135  2.1250  1.0367  0.17
Cl  0.7445  -1.4308  0.5750  0.27
I  -4.5541  -0.6415  0.0257  0.45
H  0.2912  -1.0757  1.6960  -0.27

Results
**SMILES string**: O=P(=S)I.Cl
**Spin multiplicity**: 1

---

Let's list ΔE to the lowest compared entry with this formula, charge and spin in order: 2.833, 5.006, 4.634, 0.584, 1.284, 1.589 eV.
Let's list energy in order: -389.7646, -7276.5719, -631.4673, -584.5330, -6363.7227, -1573.2946 hartree.